[1]
Below is a single C21H29N3O3 molecule at a distorted geometry, with properties calculated with ωB97M-V/def2-TZVPD.

As for the highest occupied orbital energy: -8.89 eV. The SMILES is CN(C(=O)CCc1nnc(CCCCc2ccccc2)o1)C1CCOCC1. Its total charge is 0. As for the spin multiplicity: 1. As for the orbital gap: 0.352 Eh. The LUMO energy comes out at 0.67 eV.

Positions of all 56 atoms, in Å:
C  -1.819  -3.509  1.080
N  -1.251  -2.431  0.306
C  0.057  -2.396  -0.041
O  0.528  -1.498  -0.715
C  0.914  -3.543  0.476
C  2.315  -3.481  -0.138
C  2.931  -2.161  0.138
N  3.044  -1.566  1.279
N  3.623  -0.366  1.041
C  3.834  -0.291  -0.230
C  4.396  0.823  -1.031
C  4.261  2.189  -0.355
C  2.875  2.464  0.229
C  1.720  2.188  -0.741
C  0.437  2.710  -0.161
C  -0.113  2.106  0.964
C  -1.257  2.617  1.549
C  -1.879  3.731  1.008
C  -1.349  4.329  -0.120
C  -0.194  3.825  -0.695
O  3.433  -1.417  -0.866
C  -2.124  -1.367  -0.174
C  -2.825  -0.610  0.956
C  -3.684  0.496  0.339
O  -4.631  -0.025  -0.565
C  -4.014  -0.690  -1.641
C  -3.173  -1.878  -1.166
H  -1.776  -4.458  0.536
H  -2.862  -3.289  1.289
H  -1.298  -3.627  2.031
H  0.453  -4.503  0.240
H  0.997  -3.447  1.560
H  2.935  -4.273  0.288
H  2.263  -3.605  -1.220
H  5.454  0.619  -1.227
H  3.880  0.816  -1.994
H  4.987  2.258  0.456
H  4.508  2.952  -1.097
H  2.836  3.512  0.536
H  2.745  1.850  1.120
H  1.625  1.112  -0.904
H  1.918  2.670  -1.701
H  0.365  1.230  1.379
H  -1.667  2.152  2.435
H  -2.774  4.127  1.465
H  -1.831  5.195  -0.551
H  0.221  4.306  -1.570
H  -1.458  -0.668  -0.695
H  -2.088  -0.174  1.629
H  -3.475  -1.277  1.525
H  -4.261  1.013  1.108
H  -3.035  1.224  -0.170
H  -4.826  -1.023  -2.291
H  -3.373  0.012  -2.198
H  -2.688  -2.352  -2.021
H  -3.829  -2.605  -0.685

***

[2]
Below is a molecular structure, C11H23O3P2Ru at a distorted geometry, with properties calculated with ωB97M-V/def2-TZVPD.

The expectation value of S² is 8.77. As for the highest occupied orbital energy (spin up / spin down): -4.84 / -8.04 eV. Its total charge is 0. As for the spin multiplicity: 6. As for the orbital gap (spin up / spin down): 0.207 / 0.247 Eh. The LUMO energy (spin up / spin down) comes out at 0.78 / -1.32 eV.

Positions of all 40 atoms, in Å:
C  0.060  -0.919  -2.998
C  0.037  -0.048  -4.084
C  0.523  1.260  -4.080
C  1.201  1.892  -3.033
C  1.587  1.296  -1.837
Ru  0.825  -0.362  -1.385
P  1.525  -2.516  -0.920
H  -0.403  -1.910  -3.131
H  -0.411  -0.421  -5.010
H  0.369  1.851  -4.985
H  2.214  1.895  -1.157
H  1.471  2.944  -3.162
H  2.863  -2.699  -0.450
H  1.540  -3.429  -2.014
H  0.816  -3.328  0.029
C  -0.339  3.297  2.060
C  0.055  2.835  0.674
O  -0.946  1.900  0.158
P  -0.654  0.303  0.174
O  -0.258  0.147  1.725
C  0.419  -0.950  2.424
C  1.848  -0.550  2.716
O  -2.159  -0.228  0.020
C  -2.896  -1.128  0.897
C  -2.382  -2.543  0.882
H  -1.381  3.630  2.075
H  0.304  4.129  2.354
H  -0.208  2.482  2.779
H  0.086  3.660  -0.052
H  1.069  2.394  0.677
H  -0.165  -1.114  3.338
H  0.380  -1.875  1.825
H  1.933  0.515  2.960
H  2.225  -1.123  3.568
H  2.490  -0.780  1.858
H  -2.893  -0.696  1.908
H  -3.924  -1.080  0.523
H  -1.511  -2.663  1.534
H  -3.171  -3.192  1.272
H  -2.139  -2.877  -0.131

***

[3]
Below is a molecular structure, C30H28AsCl6GeO4Pd, with properties calculated with ωB97M-V/def2-TZVPD.

As for the highest occupied orbital energy: -10.79 eV. Its total charge is +1. As for the spin multiplicity: 1. As for the orbital gap: 0.250 Eh. The LUMO energy comes out at -3.99 eV.

Positions of all 71 atoms, in Å:
Pd  1.558  0.630  0.173
Cl  4.388  0.363  -0.982
C  3.678  1.924  -1.221
C  2.437  2.179  -0.659
C  1.961  3.484  -0.680
Cl  0.605  3.946  0.275
C  2.641  4.473  -1.394
Cl  2.011  6.065  -1.468
C  3.837  4.171  -2.043
Cl  4.658  5.373  -2.943
C  4.382  2.895  -1.924
Cl  5.895  2.521  -2.637
Ge  -0.865  0.884  -0.639
C  -0.674  1.777  -2.327
C  -1.498  2.885  -2.540
C  -1.453  3.572  -3.743
C  -0.570  3.170  -4.735
C  0.255  2.073  -4.528
C  0.203  1.372  -3.333
C  -1.604  -0.874  -0.616
C  -2.131  -1.381  0.571
C  -2.802  -2.595  0.565
C  -2.950  -3.300  -0.622
C  -2.435  -2.795  -1.811
C  -1.765  -1.581  -1.811
H  -1.379  1.712  0.530
H  -2.174  3.226  -1.764
H  -2.097  4.428  -3.897
H  -0.521  3.715  -5.668
H  0.947  1.762  -5.300
H  0.861  0.529  -3.171
H  -2.016  -0.834  1.499
H  -3.214  -2.985  1.487
H  -3.483  -4.242  -0.625
H  -2.575  -3.338  -2.737
H  -1.385  -1.169  -2.740
C  -1.694  -2.308  5.213
C  -2.230  -1.139  4.440
C  -3.540  -1.095  3.993
C  -4.008  -0.011  3.260
Cl  -5.642  -0.015  2.679
C  -3.182  1.058  2.984
C  -1.864  1.036  3.433
C  -1.393  -0.056  4.146
O  -0.112  -0.160  4.625
C  0.854  0.719  4.105
C  1.033  0.547  2.607
O  0.857  -0.557  2.046
O  1.400  1.573  1.927
H  -2.465  -3.064  5.356
H  -1.331  -1.993  6.191
H  -0.847  -2.758  4.691
H  -4.209  -1.918  4.210
H  -3.559  1.906  2.429
H  -1.226  1.882  3.219
H  1.796  0.448  4.582
H  0.649  1.767  4.329
C  3.752  -2.656  -0.977
As  1.887  -2.320  -1.229
C  1.334  -3.122  -2.868
C  1.005  -3.165  0.236
O  1.500  -0.673  -1.408
H  3.901  -3.735  -0.934
H  4.063  -2.211  -0.033
H  4.322  -2.236  -1.801
H  1.441  -4.204  -2.805
H  1.947  -2.732  -3.678
H  0.290  -2.862  -3.034
H  1.301  -4.214  0.241
H  -0.071  -3.084  0.120
H  1.317  -2.679  1.160